(1)
Computed, not measured: a single C5H8O2 molecule, with ωB97M-V/def2-TZVPD.

Values from the calculation:
Net charge   0
2S+1   1

Geometry (Å):
O: -2.0796 1.1758 0.2582
C: -2.1291 -0.1917 0.5680
C: -1.0345 -0.9433 -0.1653
O: 0.1921 -0.3190 0.2352
C: 1.1790 -0.2544 -0.6248
C: 2.3469 0.4242 -0.3887
C: 2.4598 1.2255 0.7734
H: -1.2247 1.5018 0.5757
H: -3.1032 -0.5683 0.2434
H: -2.0324 -0.3711 1.6490
H: -1.1587 -0.8440 -1.2495
H: -0.9999 -2.0012 0.1156
H: 1.0178 -0.7929 -1.5646
H: 3.0882 0.2909 -1.1815
H: 3.4784 1.6676 0.7558

---

(2)
Computed, not measured: 2 unconnected molecules or ions with the total composition C5H8O2, with ωB97M-V/def2-TZVPD.

Values from the calculation:
Net charge   0
2S+1   1

Geometry (Å):
C: 1.8990 0.0001 0.3199
C: -1.3400 -0.4721 0.3964
C: 0.5035 -1.9893 -1.6664
C: -0.5643 0.7420 -0.0090
C: -1.1984 1.9200 -0.0559
O: 0.8735 0.8545 -0.1314
O: 0.7727 -3.0335 -1.6076
H: 1.6465 -0.5541 1.2269
H: 2.2877 -0.5548 -0.5391
H: 2.7660 0.6356 0.5414
H: -0.7973 -1.4106 0.3707
H: -2.2288 -0.5485 -0.2439
H: -1.7099 -0.4418 1.4282
H: -2.2657 2.0046 0.1031
H: -0.6444 2.8478 -0.1333

---

(3)
Computed, not measured: a molecular structure, C5H8O2, with ωB97M-V/def2-TZVPD.

Values from the calculation:
Net charge   0
2S+1   1

Geometry (Å):
C: -1.4099 1.1718 -0.2965
C: -0.2426 0.2296 -0.1009
C: -0.0499 -0.4333 1.2638
O: 1.3699 -0.5990 1.1099
C: 1.2756 0.2588 -0.0561
C: 0.5861 -0.5644 -1.0974
O: 0.6884 -1.9467 -1.0162
H: -1.3692 1.9938 0.4277
H: -1.5055 1.6067 -1.2967
H: -2.3409 0.6187 -0.1022
H: -0.5989 -1.3585 1.4313
H: -0.2077 0.3022 2.0595
H: 2.0054 1.0553 -0.0839
H: 0.6447 -0.2137 -2.1279
H: 1.1460 -2.0932 -0.1679

---

(4)
Computed, not measured: a single C5H8O2 molecule, with ωB97M-V/def2-TZVPD.

Values from the calculation:
Net charge   0
2S+1   1
Structure (SMILES)   CC1(OCO)C=C1

Geometry (Å):
C: -1.9381 -0.6061 -0.0674
C: -0.4838 -0.2258 -0.0059
O: -0.3435 1.1832 -0.1198
C: 0.9691 1.5714 0.1659
O: 1.8061 1.4027 -0.9337
C: 0.5683 -1.1709 -0.4715
C: 0.4904 -0.9883 0.8175
H: -2.3576 -0.3926 -1.0552
H: -2.5109 -0.0584 0.6855
H: -2.0245 -1.6794 0.1240
H: 1.3083 0.9530 1.0133
H: 0.9978 2.6188 0.4651
H: 1.7337 0.4615 -1.1571
H: 0.9706 -1.7854 -1.2638
H: 0.8140 -1.2836 1.8031

---

(5)
Computed, not measured: a single C5H8O2 molecule, with ωB97M-V/def2-TZVPD.

Values from the calculation:
Net charge   0
2S+1   1

Geometry (Å):
C: -1.3762 0.1855 -0.9654
C: 0.0668 0.2277 -0.5243
C: 0.3256 0.5485 0.9470
C: 0.3838 -0.8068 1.6119
O: -0.8282 -1.0540 2.0774
C: 1.0592 -0.6063 -1.2045
O: 0.9652 0.7905 -1.4676
H: -1.8364 1.1787 -0.8974
H: -1.9402 -0.5034 -0.3284
H: -1.4368 -0.1495 -2.0054
H: 1.3074 1.0211 1.0305
H: -0.4472 1.2161 1.3502
H: -0.8071 -1.9478 2.4501
H: 1.9574 -0.9125 -0.6679
H: 0.7347 -1.2692 -2.0054

---

(6)
Computed, not measured: 3 unconnected molecules or ions with the total composition C5H8O2, with ωB97M-V/def2-TZVPD.

Values from the calculation:
Net charge   0
2S+1   1

Geometry (Å):
C: 1.5074 -0.9684 0.7174
C: 0.5241 -1.1405 -0.2226
O: -0.7576 -1.4761 0.2350
C: -1.4443 -0.2948 -0.0964
C: -0.8840 1.0385 0.3801
C: -0.5935 0.6056 -0.8679
O: -0.3542 1.0147 -2.1319
H: 1.0679 0.4352 1.3310
H: 1.3331 -1.3500 1.7201
H: 2.5436 -0.8755 0.4027
H: 0.7256 -1.3257 -1.2752
H: -2.5184 -0.4534 -0.2070
H: 0.3467 0.9455 1.2615
H: -1.3529 1.8864 0.8615
H: -0.1435 1.9584 -2.1084

---

Number 1: Kohn-Sham gap 7.526 eV, calculated total energy -9404.9543 eV. Number 2: Kohn-Sham gap 9.413 eV, calculated total energy -9407.2827 eV. Number 3: Kohn-Sham gap 10.266 eV, calculated total energy -9407.0680 eV. Number 4: Kohn-Sham gap 10.661 eV, calculated total energy -9406.5714 eV. Number 5: Kohn-Sham gap 9.551 eV, calculated total energy -9406.0339 eV. Number 6: Kohn-Sham gap 8.964 eV, calculated total energy -9403.0122 eV.